C72H140BaF6NO41S9 as an isolated structure. Source: OMol25; level of theory: ωB97M-V/def2-TZVPD.

Each line ends with the Löwdin charge.
Element x y z (Å)
1 Ba 3.7927 0.0740 -0.5502  1.988
2 C -0.4507 2.9773 -0.0237  -0.621
3 F -0.1176 4.2418 0.3013  0.132
4 F -1.5979 2.7057 0.5889  0.115
5 F -0.6166 2.8001 -1.3554  0.122
6 S 0.7378 1.7706 0.7023  0.533
7 O 1.9996 2.1793 0.2397  -0.378
8 O 0.3714 1.8886 2.1003  -0.271
9 N 0.4950 0.3753 0.0316  -0.300
10 S -0.6904 -0.5773 0.5559  0.577
11 O -0.2772 -1.4961 1.5730  -0.264
12 O -1.9410 0.0826 0.5816  -0.260
13 C -0.6671 -1.5911 -0.9952  -0.622
14 F -0.8435 -0.8536 -2.0821  0.142
15 F 0.5713 -2.1877 -1.0121  0.073
16 F -1.6028 -2.5616 -0.9522  0.121
17 C 4.2492 3.5345 -3.4683  0.008
18 C 4.3357 2.5075 -2.3790  -0.743
19 O 4.6906 2.7968 -1.2201  -0.090
20 O 4.0484 1.3252 -2.8018  -0.283
21 H 3.3235 3.4911 -3.9681  0.051
22 H 5.0109 3.2347 -4.2025  0.081
23 H 4.5637 4.5108 -3.1181  0.077
24 O 5.9247 -1.1191 -0.4858  -0.625
25 H 6.8093 -1.3329 -0.3379  -0.091
26 O -4.9639 -0.1245 7.3700  0.120
27 C -5.1962 -0.2250 6.1975  -0.541
28 O -4.3521 -0.6071 5.1755  -0.051
29 C -3.0396 -0.9479 5.5915  -0.241
30 C -2.1657 -1.1248 4.3881  -0.053
31 C -6.5313 -0.0627 5.6082  0.010
32 H -3.2066 -1.8477 6.2476  0.144
33 H -2.5544 -0.1681 6.2492  0.125
34 H -2.8232 -1.5228 3.6525  0.043
35 H -1.2960 -1.7866 4.6094  0.093
36 H -1.7650 -0.1827 4.0307  0.063
37 H -7.1702 0.4346 6.3574  0.097
38 H -7.0083 -1.0610 5.4513  0.106
39 H -6.4650 0.4239 4.6495  0.076
40 O -2.8647 -3.1627 -4.8358  0.056
41 C -4.0398 -3.2772 -5.2002  -0.518
42 O -4.9072 -4.0740 -4.6285  0.014
43 C -4.5867 -4.7497 -3.4215  -0.244
44 C -5.8874 -5.1111 -2.7784  -0.078
45 C -4.4829 -2.4809 -6.4378  0.043
46 H -4.0234 -4.0738 -2.7322  0.110
47 H -3.9717 -5.6416 -3.5997  0.123
48 H -5.7041 -5.6848 -1.8776  0.053
49 H -6.4212 -5.7533 -3.5699  0.105
50 H -6.5581 -4.2462 -2.5922  0.090
51 H -5.5361 -2.5381 -6.5792  0.071
52 H -3.8504 -2.8442 -7.2192  0.083
53 H -4.1628 -1.4538 -6.1905  0.072
54 O -0.9452 4.9960 4.4600  0.058
55 C -0.7145 6.1819 4.6729  -0.518
56 O -0.8225 7.0780 3.6771  -0.017
57 C -1.2076 6.5143 2.3752  -0.178
58 C -0.7515 7.5820 1.3855  -0.041
59 C -0.4353 6.7618 6.0873  0.032
60 H -2.2269 6.2219 2.3624  0.115
61 H -0.6533 5.6342 2.2108  0.075
62 H 0.3455 7.6875 1.5032  0.082
63 H -1.1495 8.5392 1.6321  0.061
64 H -1.1333 7.3830 0.3889  0.073
65 H -0.4511 7.8434 5.9922  0.067
66 H 0.6665 6.3697 6.3393  0.131
67 H -1.1500 6.4126 6.8172  0.071
68 O -0.9783 -7.5585 -0.6639  0.072
69 C -1.9064 -7.5416 -1.4716  -0.540
70 O -2.1071 -6.6150 -2.3669  -0.020
71 C -1.1584 -5.5865 -2.6023  -0.205
72 C -0.0155 -6.1537 -3.3382  -0.052
73 C -3.0173 -8.5584 -1.5856  0.036
74 H -0.7912 -5.1106 -1.6581  0.130
75 H -1.7312 -4.7642 -3.0850  0.114
76 H -0.2536 -6.6795 -4.2177  0.080
77 H 0.4912 -6.7978 -2.6636  0.065
78 H 0.6963 -5.4238 -3.5731  0.048
79 H -2.9996 -9.2216 -0.7766  0.065
80 H -2.9351 -9.1426 -2.5096  0.095
81 H -3.9441 -8.0068 -1.6649  0.079
82 O 2.9281 8.5068 -3.9601  0.081
83 C 2.8111 8.0025 -2.8530  -0.491
84 O 1.9028 7.0002 -2.5604  -0.021
85 C 1.1733 6.4616 -3.6668  -0.238
86 C -0.0904 5.8898 -3.1005  -0.060
87 C 3.5966 8.3695 -1.6449  0.022
88 H 1.7769 5.7817 -4.1513  0.091
89 H 0.8610 7.1680 -4.4163  0.116
90 H -0.5267 6.5786 -2.3871  0.070
91 H 0.1738 5.0794 -2.4136  0.062
92 H -0.8272 5.7103 -3.9313  0.098
93 H 4.3953 7.6475 -1.6833  0.089
94 H 3.0661 8.2800 -0.7055  0.064
95 H 4.1270 9.3292 -1.6927  0.098
96 O 0.2566 0.7177 -6.9204  0.074
97 C 0.3356 0.7307 -5.7120  -0.511
98 O 0.4575 -0.3204 -4.8794  0.003
99 C 0.6415 -1.6082 -5.4981  -0.197
100 C 0.4965 -2.6700 -4.4187  -0.050
101 C 0.1085 1.9741 -4.8706  0.039
102 H 1.6398 -1.7189 -5.9482  0.117
103 H -0.0149 -1.8038 -6.3006  0.105
104 H 0.4968 -3.6125 -4.8844  0.060
105 H -0.4453 -2.3445 -3.9609  0.069
106 H 1.2715 -2.6954 -3.6687  0.061
107 H -0.3030 2.8154 -5.4862  0.111
108 H 1.0420 2.2766 -4.4631  0.059
109 H -0.5441 1.7170 -4.0557  0.063
110 O -3.2687 1.8377 -4.3597  0.109
111 C -3.8282 2.3887 -3.4675  -0.586
112 O -4.7055 1.7438 -2.7223  -0.002
113 C -4.9898 0.4134 -3.1497  -0.208
114 C -4.2654 -0.5937 -2.2536  -0.034
115 C -3.6404 3.7843 -3.0400  0.036
116 H -4.6593 0.1452 -4.1383  0.095
117 H -6.0842 0.2787 -3.0836  0.129
118 H -4.6992 -0.6524 -1.2326  0.060
119 H -3.1615 -0.3460 -2.1977  0.095
120 H -4.3851 -1.5077 -2.8162  0.059
121 H -3.2346 4.3658 -3.9066  0.104
122 H -2.9457 3.7796 -2.1956  0.084
123 H -4.6115 4.2216 -2.7354  0.099
124 O 3.3987 3.4527 6.0245  0.052
125 C 3.1695 2.2340 6.0228  -0.483
126 O 1.9196 1.7216 6.1347  0.001
127 C 0.8351 2.6625 5.8966  -0.225
128 C -0.4862 2.0520 6.2594  -0.046
129 C 4.2408 1.2077 6.1042  0.038
130 H 0.8307 2.8748 4.8353  0.103
131 H 1.0438 3.5739 6.3764  0.094
132 H -0.7795 1.2841 5.5466  0.058
133 H -1.1943 2.8871 6.2451  0.077
134 H -0.3580 1.6411 7.2829  0.096
135 H 4.9938 1.3379 5.2967  0.075
136 H 3.9581 0.1745 6.1623  0.047
137 H 4.7685 1.4454 7.0308  0.106
138 O -4.3552 4.0509 1.6747  0.095
139 C -4.3946 2.9472 2.1434  -0.489
140 O -5.2371 2.0092 1.5984  -0.035
141 C -6.0882 2.2590 0.4730  -0.237
142 C -6.7312 0.9440 0.2776  -0.084
143 C -3.4967 2.3796 3.2504  0.050
144 H -5.5627 2.5917 -0.4286  0.115
145 H -6.8804 2.9651 0.6714  0.118
146 H -5.9621 0.2133 -0.0109  0.059
147 H -7.4456 1.0929 -0.5558  0.089
148 H -7.3047 0.5151 1.1313  0.091
149 H -2.4789 2.2807 2.8321  0.084
150 H -3.9169 1.4061 3.5883  0.081
151 H -3.4039 3.0743 4.0354  0.063
152 O -3.4425 2.6572 -7.8874  0.078
153 C -3.5423 1.4527 -7.6413  -0.512
154 O -4.7338 0.7910 -7.5538  -0.046
155 C -5.8790 1.6620 -7.5742  -0.248
156 C -7.0717 0.7916 -7.6036  -0.092
157 C -2.4589 0.4674 -7.7052  0.019
158 H -5.8890 2.3567 -8.4694  0.142
159 H -5.8317 2.2060 -6.6083  0.132
160 H -7.3461 0.5067 -6.5620  0.087
161 H -6.9672 -0.0745 -8.2186  0.066
162 H -7.9404 1.3322 -8.0422  0.086
163 H -2.3536 0.0571 -6.7226  0.081
164 H -1.6006 1.0323 -8.0030  0.076
165 H -2.7507 -0.3260 -8.3717  0.097
166 C 3.9224 -1.8009 3.4609  -0.195
167 C 2.4031 -2.1371 3.6636  -0.215
168 C 2.1055 -1.9384 5.1025  -0.211
169 S 3.5153 -2.8082 5.9279  0.693
170 O 3.0276 -4.1622 5.9707  -0.335
171 O 4.0885 -2.2208 7.1191  -0.335
172 C 4.6529 -2.5899 4.5339  -0.211
173 H 4.0099 -0.7268 3.5955  0.090
174 H 4.1959 -2.0840 2.4884  0.065
175 H 2.1065 -3.1833 3.3309  0.101
176 H 1.8877 -1.3718 3.0745  0.109
177 H 1.2164 -2.4269 5.5123  0.090
178 H 2.0642 -0.9009 5.4127  0.084
179 H 4.9791 -3.5470 4.0906  0.106
180 H 5.6296 -2.1865 4.8813  0.110
181 C 7.3142 3.0600 0.8276  -0.164
182 C 7.1813 3.7172 2.2010  -0.200
183 C 5.8934 3.1775 2.7974  -0.231
184 S 5.9318 1.4658 2.4120  0.641
185 O 4.6825 1.1500 1.8207  -0.448
186 O 6.4368 0.7281 3.5376  -0.303
187 C 7.1605 1.5448 1.1321  -0.195
188 H 8.2800 3.1949 0.4228  0.099
189 H 6.6048 3.4903 0.1258  0.103
190 H 7.0880 4.7916 2.1436  0.094
191 H 7.9842 3.4293 2.8427  0.112
192 H 5.0725 3.5897 2.2428  0.049
193 H 5.8380 3.3657 3.8812  0.125
194 H 6.8661 0.8983 0.2991  0.070
195 H 7.9921 1.0712 1.6257  0.101
196 C -5.5030 -4.4812 2.9035  -0.217
197 C -4.6732 -3.2401 2.8974  -0.219
198 C -3.6226 -3.3348 1.7372  -0.200
199 S -4.4796 -4.2264 0.4991  0.677
200 O -3.9990 -5.5354 0.1268  -0.317
201 O -4.7565 -3.2902 -0.5836  -0.333
202 C -6.0001 -4.6251 1.4478  -0.190
203 H -6.2017 -4.5346 3.7105  0.112
204 H -4.8564 -5.3872 3.0331  0.120
205 H -4.1376 -3.1697 3.8814  0.099
206 H -5.1870 -2.3360 2.7226  0.104
207 H -2.7935 -4.0300 2.0388  0.085
208 H -3.2536 -2.4483 1.1880  0.100
209 H -6.2757 -5.6179 1.1953  0.081
210 H -6.8171 -3.8886 1.3249  0.114
211 C 2.3317 5.2698 3.5048  -0.186
212 C 2.6166 4.2376 2.3520  -0.170
213 C 3.3347 5.0013 1.1618  -0.176
214 S 4.0507 6.3986 2.0202  0.674
215 O 3.2175 7.5589 1.6863  -0.347
216 O 5.4946 6.4937 1.8450  -0.337
217 C 3.6705 5.9942 3.6865  -0.216
218 H 1.9603 4.7549 4.3905  0.083
219 H 1.5643 5.9276 3.1714  0.081
220 H 1.7502 3.7439 1.9731  0.045
221 H 3.2966 3.4885 2.7880  0.098
222 H 2.6238 5.4028 0.4120  0.115
223 H 4.1145 4.3533 0.7053  0.087
224 H 3.5733 6.9921 4.1923  0.130
225 H 4.5119 5.3880 4.0405  0.096
226 C 6.7192 -0.4454 -3.6470  -0.202
227 C 5.8922 -0.0943 -4.9141  -0.209
228 C 4.5443 -0.7775 -4.8124  -0.247
229 S 4.7423 -2.1821 -3.7713  0.673
230 O 4.6652 -3.4367 -4.4832  -0.327
231 O 3.8487 -2.0669 -2.5915  -0.424
232 C 6.4198 -1.8901 -3.3604  -0.254
233 H 6.3210 0.1930 -2.8308  0.098
234 H 7.7787 -0.1597 -3.8148  0.127
235 H 6.3884 -0.5197 -5.8467  0.131
236 H 5.8621 0.9944 -5.0411  0.107
237 H 4.1639 -1.2503 -5.7751  0.125
238 H 3.8038 -0.0938 -4.4069  0.079
239 H 6.8828 -2.7071 -3.9857  0.129
240 H 6.5233 -2.1087 -2.2886  0.074
241 C -0.5777 -5.5365 2.1042  -0.191
242 C 0.5872 -5.5038 3.0791  -0.211
243 C 0.0337 -5.1630 4.4431  -0.186
244 S -1.6483 -5.8619 4.4936  0.696
245 O -2.5768 -4.7482 4.5952  -0.338
246 O -1.7840 -7.0052 5.3504  -0.322
247 C -1.7020 -6.4006 2.7816  -0.196
248 H -0.2465 -6.0085 1.1919  0.086
249 H -0.8915 -4.5387 1.8866  0.092
250 H 1.1921 -4.7121 2.7053  0.059
251 H 1.1777 -6.4285 3.0782  0.138
252 H -0.1391 -4.1147 4.5859  0.076
253 H 0.6509 -5.5778 5.2081  0.096
254 H -2.6630 -6.2781 2.3252  0.062
255 H -1.4428 -7.4820 2.7307  0.121
256 C 4.7527 -5.0785 -1.4017  -0.196
257 C 3.5534 -5.9569 -1.1614  -0.175
258 C 2.4707 -4.9263 -0.6976  -0.171
259 S 3.3757 -3.8919 0.5260  0.718
260 O 3.3393 -4.4654 1.8711  -0.315
261 O 2.8156 -2.5518 0.3862  -0.426
262 C 4.9342 -4.1732 -0.1845  -0.230
263 H 4.5776 -4.4634 -2.2920  0.083
264 H 5.6691 -5.5885 -1.5638  0.109
265 H 3.7414 -6.6724 -0.3558  0.120
266 H 3.0646 -6.5789 -1.8814  0.100
267 H 1.6680 -5.3482 -0.1466  0.076
268 H 2.0425 -4.3541 -1.4895  0.083
269 H 5.6102 -4.5580 0.5558  0.113
270 H 5.2647 -3.1780 -0.4516  0.052

Properties
LUMO level = 1.5 eV
net charge = -1
E_HOMO = -7.512 eV
E_tot = -10175.6478 a.u.